Entry 1:
Molecular formula: C31H43BO12S4
Method: DFT, ωB97M-V with the def2-TZVPD basis set

Kohn-Sham gap   9.14 eV
Electronic energy   -101432.7609 eV
SMILES   COB(O)c1ccc2c(c1)C(=O)c1ccccc1C2=O.O=S1(=O)CCCC1.O=S1(=O)CCCC1.O=S1(=O)CCCC1.O=S1(=O)CCCC1
HOMO level   -9.616 eV

Element x y z (Å)
C (7.555, 0.235, 3.793)
O (7.155, -1.089, 3.396)
B (6.161, -1.034, 2.423)
O (6.426, -1.429, 1.124)
C (4.748, -0.471, 2.879)
C (4.104, -0.947, 3.989)
C (2.894, -0.411, 4.372)
C (2.339, 0.599, 3.639)
C (3.000, 1.061, 2.519)
C (4.196, 0.547, 2.111)
C (2.347, 2.195, 1.764)
O (2.290, 2.234, 0.546)
C (1.729, 3.236, 2.662)
C (1.815, 4.581, 2.414)
C (1.197, 5.429, 3.300)
C (0.503, 4.969, 4.384)
C (0.421, 3.618, 4.630)
C (1.056, 2.764, 3.765)
C (1.048, 1.279, 3.987)
O (0.077, 0.678, 4.382)
H (7.331, 0.375, 4.854)
H (7.021, 1.022, 3.244)
H (8.624, 0.350, 3.603)
H (6.968, -0.758, 0.690)
H (4.525, -1.736, 4.600)
H (2.377, -0.780, 5.253)
H (4.679, 0.928, 1.218)
H (2.367, 4.957, 1.561)
H (1.283, 6.496, 3.121)
H (0.007, 5.657, 5.059)
H (-0.114, 3.172, 5.462)
O (-3.404, 2.653, 1.873)
S (-2.508, 2.345, 0.786)
O (-1.810, 3.380, 0.065)
C (-1.333, 1.118, 1.342)
C (-2.006, -0.216, 1.042)
C (-2.630, -0.065, -0.349)
C (-3.364, 1.282, -0.382)
H (-1.099, 1.257, 2.394)
H (-0.424, 1.243, 0.749)
H (-1.294, -1.040, 1.075)
H (-2.786, -0.414, 1.781)
H (-1.839, -0.071, -1.102)
H (-3.307, -0.886, -0.581)
H (-3.332, 1.739, -1.367)
H (-4.397, 1.186, -0.054)
O (-5.127, 0.635, -3.018)
S (-5.125, -0.802, -3.137)
O (-3.896, -1.558, -3.148)
C (-6.217, -1.483, -1.894)
C (-7.583, -1.520, -2.573)
C (-7.329, -2.033, -3.995)
C (-6.126, -1.264, -4.554)
H (-6.194, -0.858, -1.003)
H (-5.865, -2.488, -1.659)
H (-8.280, -2.157, -2.031)
H (-8.006, -0.514, -2.613)
H (-7.100, -3.100, -3.960)
H (-8.204, -1.908, -4.632)
H (-5.530, -1.876, -5.227)
H (-6.432, -0.348, -5.058)
O (2.808, -3.478, 2.781)
S (1.913, -3.920, 1.742)
O (0.897, -4.911, 1.988)
C (1.163, -2.477, 0.996)
C (2.126, -2.083, -0.121)
C (2.535, -3.396, -0.800)
C (2.886, -4.397, 0.310)
H (1.033, -1.701, 1.749)
H (0.194, -2.779, 0.595)
H (1.663, -1.392, -0.825)
H (3.007, -1.595, 0.301)
H (1.699, -3.777, -1.390)
H (3.375, -3.253, -1.479)
H (2.634, -5.418, 0.034)
H (3.938, -4.337, 0.586)
O (1.642, 0.615, -5.824)
S (0.985, 0.051, -4.673)
O (1.618, -0.962, -3.862)
C (0.430, 1.386, -3.619)
C (-0.965, 1.720, -4.136)
C (-1.647, 0.369, -4.396)
C (-0.651, -0.510, -5.160)
H (1.128, 2.217, -3.684)
H (0.392, 1.007, -2.598)
H (-1.521, 2.323, -3.419)
H (-0.894, 2.284, -5.069)
H (-1.898, -0.102, -3.446)
H (-2.575, 0.488, -4.955)
H (-0.758, -1.562, -4.903)
H (-0.742, -0.381, -6.237)

Entry 2:
Molecular formula: C6H9N
Method: DFT, ωB97M-V with the def2-TZVPD basis set

Kohn-Sham gap   9.02 eV
Electronic energy   -7857.4148 eV
SMILES   Cc1ccc(C)[nH]1
HOMO level   -7.957 eV

Element x y z (Å)
C (0.390, -1.168, -2.254)
C (0.103, -0.742, -0.843)
C (-0.150, -1.494, 0.258)
C (-0.347, -0.607, 1.378)
C (-0.142, 0.653, 0.928)
C (-0.006, 1.979, 1.604)
N (0.098, 0.617, -0.458)
H (1.067, -0.468, -2.755)
H (0.866, -2.156, -2.264)
H (-0.523, -1.241, -2.856)
H (-0.179, -2.576, 0.296)
H (-0.604, -0.886, 2.389)
H (-0.173, 2.816, 0.913)
H (-0.686, 2.081, 2.453)
H (1.026, 2.073, 1.964)
H (-0.739, 1.118, -0.754)

Entry 3:
Molecular formula: C3H6O
Method: DFT, ωB97M-V with the def2-TZVPD basis set

Kohn-Sham gap   10.74 eV
Electronic energy   -5253.5927 eV
SMILES   C=C.C=O
HOMO level   -9.906 eV

Element x y z (Å)
C (-1.874, -0.221, -1.175)
C (-1.631, 1.078, -1.015)
H (-1.065, -0.942, -1.121)
H (-2.884, -0.598, -1.281)
H (-0.759, 1.475, -0.516)
H (-2.448, 1.721, -1.282)
C (1.483, -0.601, 1.525)
O (2.049, -0.194, 0.548)
H (1.578, -1.616, 1.940)
H (0.808, 0.112, 2.033)

Entry 4:
Molecular formula: C2H8N
Method: DFT, ωB97M-V with the def2-TZVPD basis set

Kohn-Sham gap (spin up / spin down)   12.40 / 10.06 eV
Net charge   +2
Electronic energy   -3672.7604 eV
2S+1   2
HOMO level (spin up / spin down)   -21.776 / -23.023 eV

Element x y z (Å)
N (0.632, -2.936, -0.978)
H (1.158, -2.079, -0.804)
H (0.710, -3.039, -1.999)
H (-0.368, -2.809, -0.789)
H (0.930, -3.778, -0.476)
C (-0.823, 3.033, 0.614)
C (-0.165, 1.852, 1.021)
H (-1.790, 2.999, 0.128)
H (-0.558, 3.984, 1.069)
H (-0.466, 0.901, 0.599)
H (0.740, 1.871, 1.616)

Entry 5:
Molecular formula: C26H24ClIN4O2Pt
Method: DFT, ωB97M-V with the def2-TZVPD basis set

Kohn-Sham gap (spin up / spin down)   3.46 / 3.38 eV
Net charge   +2
Electronic energy   -61259.7661 eV
HOMO level (spin up / spin down)   -13.082 / -13.078 eV

Element x y z (Å)
Pt (-0.041, 0.092, -0.212)
C (-1.196, 0.280, 2.684)
C (-0.339, 1.507, 3.024)
C (-0.258, 2.568, 1.960)
C (-0.109, 3.902, 2.338)
C (-0.079, 4.887, 1.369)
C (-0.221, 4.522, 0.036)
C (-0.340, 3.180, -0.265)
N (-0.334, 2.234, 0.675)
N (-0.484, -0.770, 1.944)
C (0.694, -1.249, 2.678)
C (1.998, -1.109, 1.935)
C (3.205, -1.337, 2.590)
C (4.376, -1.375, 1.853)
C (4.308, -1.201, 0.477)
C (3.076, -0.932, -0.089)
N (1.956, -0.866, 0.627)
C (-1.372, -1.890, 1.597)
C (-0.758, -2.797, 0.556)
C (-0.774, -4.182, 0.651)
C (-0.207, -4.928, -0.374)
C (0.342, -4.280, -1.471)
C (0.302, -2.894, -1.502)
N (-0.223, -2.199, -0.507)
H (-2.056, 0.605, 2.092)
H (-1.575, -0.141, 3.625)
H (0.679, 1.222, 3.299)
H (-0.772, 1.974, 3.910)
H (-0.031, 4.157, 3.384)
H (0.022, 5.922, 1.651)
H (-0.244, 5.260, -0.748)
H (-0.465, 2.838, -1.285)
H (0.579, -2.320, 2.885)
H (0.766, -0.756, 3.652)
H (3.220, -1.502, 3.656)
H (5.322, -1.557, 2.338)
H (5.187, -1.275, -0.142)
H (2.977, -0.781, -1.155)
H (-2.296, -1.480, 1.174)
H (-1.631, -2.470, 2.491)
H (-1.218, -4.671, 1.504)
H (-0.199, -6.005, -0.318)
H (0.784, -4.826, -2.289)
H (0.691, -2.334, -2.343)
I (5.650, 4.892, 0.744)
C (4.389, 3.662, -0.441)
C (3.416, 2.894, 0.185)
C (2.615, 2.075, -0.589)
C (2.782, 2.033, -1.959)
C (3.744, 2.795, -2.595)
C (4.551, 3.617, -1.820)
C (1.873, 1.031, -2.808)
O (2.394, 0.658, -3.825)
O (0.788, 0.793, -2.259)
H (3.280, 2.924, 1.255)
H (1.857, 1.464, -0.106)
H (3.874, 2.751, -3.665)
H (5.310, 4.216, -2.299)
Cl (-2.318, 0.172, -0.951)

> The lowest electronic energy belongs to which entry?

C31H43BO12S4